DFT (ωB97M-V with the def2-TZVPD basis set) results for an isolated molecule of C5H7N at a distorted geometry.

Geometry as ORCA input:
```
! wB97M-V def2-TZVPD RIJCOSX def2/J DEFGRID3
* xyz 0 1
C -1.198 -0.972 0.670
C -1.024 -0.038 -0.373
N -0.197 1.981 0.092
C 0.302 0.865 -0.542
C 1.463 0.127 -0.008
C 2.412 -0.465 0.443
H -0.331 -1.528 1.021
H -2.157 -1.144 1.155
H -0.921 -1.124 -0.819
H -1.900 0.455 -0.784
H -0.123 1.818 1.101
H 0.441 1.029 -1.617
H 3.269 -0.966 0.837
*
```

Output
Molar mass: 81.12 Da
LUMO (alpha / beta): -0.29 / 0.50 eV
Orbital gap (alpha / beta): 0.255 / 0.355 hartree